No. 1
110
Properties=species:S:1:pos:R:3 method="wB97M-V/def2-TZVPD" e_above_lowest_kj_mol=0.0 homo_ev="-17.09 / -17.36" homo_lumo_gap_ev="5.906 / 3.778" total_charge=+4 multiplicity=4
Tc 14.33 11.16 11.66
N 16.14 11.22 11.41
S 17.59 10.83 11.70
N 17.83 10.15 13.13
S 17.65 10.90 14.54
N 16.14 11.32 14.92
S 14.75 10.62 14.78
N 14.02 10.94 13.39
C 14.69 8.86 15.12
C 14.57 7.94 14.09
C 14.10 6.65 14.40
C 13.86 6.25 15.73
C 14.21 7.14 16.75
C 14.57 8.45 16.44
C 13.79 11.34 16.07
C 14.33 12.32 16.89
C 13.45 12.91 17.83
C 12.14 12.52 17.95
C 11.64 11.55 17.09
C 12.45 10.97 16.12
C 18.22 9.79 15.78
C 18.50 10.34 17.02
C 19.02 9.51 18.05
C 19.10 8.13 17.86
C 18.68 7.59 16.61
C 18.25 8.44 15.58
C 18.61 12.36 14.66
C 18.00 13.63 14.90
C 18.76 14.67 15.40
C 20.14 14.54 15.53
C 20.79 13.34 15.20
C 20.02 12.21 14.79
C 18.15 9.62 10.52
C 18.04 10.02 9.19
C 18.42 9.16 8.14
C 18.85 7.89 8.48
C 19.05 7.49 9.83
C 18.72 8.36 10.86
C 18.52 12.30 11.37
C 17.94 13.56 11.40
C 18.61 14.62 10.80
C 19.79 14.38 10.13
C 20.46 13.17 10.25
C 19.84 12.12 10.93
H 14.79 8.23 13.07
H 13.93 5.94 13.55
H 13.31 5.31 15.94
H 14.19 6.87 17.81
H 14.70 9.17 17.27
H 15.36 12.61 16.84
H 13.88 13.65 18.51
H 11.46 12.96 18.68
H 10.55 11.34 17.14
H 12.03 10.25 15.42
H 18.27 11.38 17.27
H 19.29 10.01 18.98
H 19.45 7.42 18.62
H 18.56 6.53 16.41
H 18.02 8.07 14.60
H 16.93 13.71 14.71
H 18.22 15.57 15.73
H 20.69 15.44 15.83
H 21.87 13.26 15.18
H 20.51 11.26 14.63
H 17.62 11.04 8.99
H 18.32 9.44 7.05
H 19.04 7.17 7.68
H 19.45 6.51 10.03
H 18.88 8.14 11.92
H 16.96 13.71 11.91
H 18.21 15.63 10.91
H 20.21 15.15 9.49
H 21.48 13.05 9.81
H 20.37 11.18 11.03
Ge 13.30 13.56 11.39
C 13.69 14.65 12.98
C 12.85 14.62 14.09
C 13.11 15.41 15.19
C 14.18 16.31 15.22
C 15.07 16.30 14.11
C 14.81 15.50 13.00
C 13.76 14.58 9.75
C 15.10 14.77 9.45
C 15.47 15.63 8.42
C 14.48 16.31 7.69
C 13.15 15.99 7.89
C 12.79 15.16 8.96
H 11.72 13.65 11.27
H 12.01 13.92 14.09
H 12.40 15.38 16.04
H 14.38 16.95 16.07
H 15.96 16.91 14.08
H 15.52 15.53 12.16
H 15.91 14.36 10.05
H 16.52 15.81 8.23
H 14.77 17.09 6.98
H 12.41 16.40 7.22
H 11.73 14.91 9.12
S 13.11 10.87 9.74
C 11.54 10.45 10.41
C 10.41 11.09 9.92
C 9.12 10.81 10.42
C 8.96 9.87 11.43
C 10.07 9.15 11.86
C 11.37 9.38 11.33
H 10.59 11.78 9.12
H 8.26 11.23 9.96
H 7.95 9.63 11.83
H 9.92 8.40 12.66
H 12.24 8.78 11.66

=====

No. 2
111
Properties=species:S:1:pos:R:3 method="wB97M-V/def2-TZVPD" e_above_lowest_kj_mol=67.5 homo_ev=-3.81 homo_lumo_gap_ev=6.184 total_charge=-1 multiplicity=1
Pb -0.33 0.18 -0.05
C -1.88 1.57 3.18
O -2.37 0.52 2.39
C -2.34 -0.73 2.91
C -2.29 -0.95 4.28
C -2.35 -2.24 4.80
C -2.48 -3.32 3.95
C -2.51 -3.11 2.58
C -2.40 -1.83 2.02
N -2.35 -1.60 0.64
N -2.58 -2.64 -0.05
C -2.65 -2.62 -1.40
C -2.45 -1.47 -2.25
O -2.01 -0.36 -1.89
C -2.81 -1.63 -3.66
C -3.15 -2.82 -4.20
C -3.18 -4.00 -3.40
C -3.42 -5.26 -3.98
C -3.45 -6.40 -3.21
C -3.26 -6.30 -1.83
C -3.03 -5.08 -1.24
C -2.97 -3.89 -2.01
H -2.56 1.81 4.01
H -1.82 2.44 2.53
H -0.89 1.35 3.58
H -2.20 -0.11 4.96
H -2.31 -2.38 5.87
H -2.55 -4.32 4.34
H -2.58 -3.94 1.90
H -2.75 -0.73 -4.26
H -3.36 -2.89 -5.26
H -3.57 -5.32 -5.05
H -3.62 -7.37 -3.67
H -3.27 -7.20 -1.22
H -2.87 -4.99 -0.18
C -0.80 7.69 -0.80
C -1.46 6.99 -1.80
C -1.46 5.60 -1.81
C -0.79 4.89 -0.81
C -0.14 5.60 0.19
C -0.14 6.99 0.20
P -0.76 3.05 -0.72
C -2.41 2.70 -1.46
C -2.61 2.44 -2.81
C -3.88 2.19 -3.29
C -4.97 2.19 -2.43
C -4.78 2.44 -1.08
C -3.50 2.69 -0.60
C 0.39 2.55 -2.05
C 0.94 3.41 -2.99
C 1.81 2.90 -3.95
C 2.11 1.55 -3.95
C 1.58 0.71 -2.98
C 0.70 1.17 -2.00
H -0.80 8.77 -0.80
H -1.98 7.53 -2.59
H -1.98 5.06 -2.59
H 0.37 5.05 0.98
H 0.37 7.53 0.99
H -1.76 2.43 -3.48
H -4.03 1.98 -4.35
H -5.97 1.99 -2.81
H -5.62 2.43 -0.40
H -3.35 2.88 0.46
H 0.71 4.47 -2.98
H 2.25 3.57 -4.68
H 2.79 1.15 -4.70
H 1.87 -0.34 -2.97
N 1.51 -0.72 0.89
P 2.71 -0.35 1.75
C 3.62 1.17 1.25
C 2.82 2.18 0.69
C 3.39 3.30 0.10
C 4.78 3.41 0.05
C 5.57 2.43 0.61
C 5.00 1.31 1.20
C 2.33 -0.06 3.53
C 1.86 -1.16 4.24
C 1.31 -1.01 5.50
C 1.22 0.26 6.06
C 1.66 1.36 5.36
C 2.20 1.21 4.09
C 4.03 -1.62 1.84
C 4.10 -2.49 0.76
C 5.02 -3.52 0.74
C 5.88 -3.70 1.83
C 5.80 -2.84 2.92
C 4.87 -1.81 2.92
H 1.75 2.06 0.71
H 2.76 4.06 -0.34
H 5.23 4.27 -0.43
H 6.65 2.52 0.56
H 5.63 0.55 1.64
H 1.92 -2.14 3.78
H 0.95 -1.87 6.05
H 0.78 0.38 7.05
H 1.58 2.35 5.79
H 2.55 2.07 3.53
H 3.40 -2.35 -0.06
H 5.08 -4.20 -0.10
H 6.61 -4.50 1.82
H 6.45 -2.99 3.77
H 4.81 -1.14 3.78
N 0.26 -5.03 -2.68
C 0.50 -3.68 -2.68
N 0.31 -3.05 -3.85
S 1.14 -2.90 -1.36
H -0.51 -5.38 -3.24
H 0.36 -5.45 -1.77
H -0.26 -3.48 -4.56
H 0.28 -2.04 -3.80

=====

No. 3
112
Properties=species:S:1:pos:R:3 method="wB97M-V/def2-TZVPD" e_above_lowest_kj_mol=132.3 homo_ev="-7.25 / -7.75" homo_lumo_gap_ev="7.052 / 7.431" multiplicity=2
Ti 0.73 -0.34 -0.06
C -0.21 6.63 -0.98
C 0.22 5.20 -0.71
C 1.57 4.86 -0.58
C 2.00 3.56 -0.41
C 3.45 3.24 -0.10
O 3.73 2.39 0.70
C 4.56 4.01 -0.79
C 4.43 4.50 -2.08
C 5.50 5.16 -2.68
C 6.68 5.36 -1.98
C 6.81 4.86 -0.68
C 5.75 4.18 -0.10
C 1.02 2.53 -0.39
O 1.36 1.28 -0.50
C -0.33 2.87 -0.29
C -0.71 4.20 -0.52
C -1.28 1.88 0.24
N -0.90 0.72 0.65
C -1.82 -0.04 1.55
C -1.29 -0.04 2.99
Te -2.55 -1.26 4.24
C -3.94 0.32 4.45
C -3.78 1.29 5.43
C -4.64 2.39 5.48
C -5.66 2.51 4.55
C -5.85 1.53 3.59
C -4.99 0.43 3.54
C -2.71 2.31 0.38
C -3.65 1.77 -0.49
C -4.97 2.19 -0.44
C -5.35 3.16 0.48
C -4.42 3.70 1.35
C -3.09 3.28 1.30
H 0.65 7.28 -1.14
H -0.78 7.04 -0.14
H -0.84 6.68 -1.87
H 2.32 5.66 -0.60
H 3.51 4.33 -2.64
H 5.40 5.53 -3.70
H 7.50 5.89 -2.44
H 7.73 5.01 -0.14
H 5.84 3.76 0.90
H -1.76 4.45 -0.53
H -1.93 -1.06 1.20
H -2.80 0.42 1.58
H -1.34 0.96 3.42
H -0.26 -0.38 3.05
H -2.98 1.20 6.16
H -4.51 3.14 6.25
H -6.32 3.37 4.59
H -6.65 1.61 2.87
H -5.15 -0.34 2.79
H -3.34 1.01 -1.20
H -5.69 1.76 -1.12
H -6.38 3.50 0.51
H -4.71 4.46 2.07
H -2.36 3.70 1.98
Cl 2.93 -4.23 1.31
C 3.91 -3.10 0.44
C 5.26 -3.45 0.24
C 6.09 -2.63 -0.44
Cl 7.78 -3.05 -0.59
C 5.59 -1.45 -1.04
C 6.36 -0.58 -1.85
C 5.76 0.47 -2.47
C 4.37 0.64 -2.31
N 3.63 -0.12 -1.54
C 4.23 -1.14 -0.87
C 3.38 -1.92 -0.01
O 2.15 -1.49 0.25
H 5.63 -4.38 0.66
H 7.42 -0.77 -1.96
H 6.32 1.15 -3.09
H 3.85 1.43 -2.85
C -3.34 -4.25 -2.15
C -2.82 -2.89 -1.63
C -3.83 -2.33 -0.60
C -2.75 -1.94 -2.83
Si -1.08 -2.97 -0.90
O -0.46 -1.44 -0.94
C -1.14 -3.74 0.83
C -1.92 -4.88 1.07
C -1.91 -5.54 2.29
C -1.09 -5.09 3.32
C -0.31 -3.97 3.12
C -0.35 -3.31 1.90
C 0.06 -4.01 -1.95
C 0.03 -5.41 -1.94
C 0.89 -6.16 -2.74
C 1.81 -5.52 -3.56
C 1.87 -4.13 -3.57
C 1.01 -3.39 -2.78
H -4.26 -4.09 -2.73
H -3.59 -4.94 -1.35
H -2.61 -4.74 -2.81
H -4.85 -2.43 -0.99
H -3.65 -1.27 -0.40
H -3.78 -2.86 0.35
H -3.76 -1.78 -3.25
H -2.13 -2.35 -3.63
H -2.33 -0.97 -2.56
H -2.57 -5.27 0.29
H -2.53 -6.42 2.44
H -1.06 -5.62 4.27
H 0.35 -3.61 3.91
H 0.31 -2.46 1.78
H -0.67 -5.93 -1.29
H 0.85 -7.25 -2.71
H 2.48 -6.10 -4.18
H 2.60 -3.63 -4.20
H 1.07 -2.31 -2.79

=====

No. 4
118
Properties=species:S:1:pos:R:3 method="wB97M-V/def2-TZVPD" e_above_lowest_kj_mol=54.6 homo_ev=-11.62 homo_lumo_gap_ev=5.270 total_charge=+2 multiplicity=1
Ta -0.14 -0.44 0.43
C 1.38 4.15 8.91
O 0.27 3.88 8.07
C 0.46 3.13 6.98
C 1.69 2.59 6.60
C 1.78 1.83 5.44
C 0.67 1.59 4.65
C -0.57 2.12 5.05
C -0.67 2.88 6.19
C 0.74 0.75 3.43
C 1.57 1.12 2.37
C 2.55 2.15 2.38
C 3.28 2.01 1.24
C 2.71 0.95 0.49
N 1.64 0.41 1.18
C 3.10 0.55 -0.78
C 2.32 -0.27 -1.57
C 2.72 -0.70 -2.86
C 1.66 -1.30 -3.45
C 0.59 -1.32 -2.51
C -0.61 -2.04 -2.66
C -1.33 -2.23 -3.94
C -2.71 -2.48 -3.90
C -3.48 -2.61 -5.04
C -2.89 -2.51 -6.30
O -3.71 -2.67 -7.35
C -3.15 -2.61 -8.66
C -1.53 -2.24 -6.38
C -0.78 -2.10 -5.22
C -1.09 -2.69 -1.51
N -0.77 -2.35 -0.20
C -1.29 -3.37 0.59
C -1.30 -3.42 1.98
C -2.00 -4.54 2.65
C -1.31 -5.43 3.45
C -1.96 -6.48 4.09
C -3.34 -6.62 3.94
O -4.07 -7.59 4.52
C -3.40 -8.54 5.35
C -4.05 -5.71 3.15
C -3.39 -4.69 2.51
C -0.77 -2.41 2.77
C -1.03 -2.27 4.17
C -0.55 -1.06 4.55
C 0.06 -0.46 3.42
N -0.05 -1.32 2.32
C -1.87 -4.37 -0.24
C -1.79 -3.93 -1.52
N 1.01 -0.72 -1.32
C 4.39 1.06 -1.29
C 4.47 1.82 -2.45
C 5.68 2.31 -2.90
C 6.85 2.03 -2.20
O 8.08 2.45 -2.55
C 8.22 3.23 -3.73
C 6.78 1.27 -1.03
C 5.57 0.80 -0.58
H 1.00 4.77 9.72
H 2.15 4.70 8.37
H 1.80 3.23 9.32
H 2.58 2.75 7.20
H 2.74 1.40 5.17
H -1.45 1.93 4.46
H -1.61 3.30 6.51
H 2.69 2.86 3.18
H 4.13 2.60 0.92
H 3.71 -0.58 -3.26
H 1.69 -1.79 -4.40
H -3.23 -2.57 -2.96
H -4.54 -2.80 -4.97
H -3.97 -2.79 -9.34
H -2.39 -3.38 -8.79
H -2.72 -1.62 -8.85
H -1.03 -2.16 -7.33
H 0.27 -1.91 -5.37
H -0.23 -5.33 3.57
H -1.39 -7.17 4.70
H -4.17 -9.22 5.70
H -2.92 -8.05 6.20
H -2.66 -9.10 4.78
H -5.12 -5.84 3.06
H -3.95 -3.97 1.92
H -1.54 -3.00 4.77
H -0.58 -0.62 5.53
H -2.27 -5.30 0.11
H -2.08 -4.47 -2.41
H 3.56 2.06 -2.98
H 5.72 2.91 -3.80
H 9.28 3.45 -3.82
H 7.66 4.17 -3.65
H 7.89 2.67 -4.61
H 7.70 1.05 -0.50
H 5.53 0.20 0.32
O -1.28 3.50 -0.85
C -1.19 2.22 -0.82
O -0.34 1.63 -0.12
C -2.14 1.49 -1.72
O -2.07 0.10 -1.47
C -3.27 -0.47 -0.93
C -3.15 -0.65 0.57
O -3.98 -1.20 1.22
O -2.02 -0.13 1.05
H -0.57 3.93 -0.33
H -1.80 1.71 -2.73
H -3.14 1.90 -1.59
H -3.41 -1.45 -1.37
H -4.14 0.14 -1.17
C 2.56 3.49 -6.66
N 2.14 3.35 -5.27
C 1.26 2.45 -4.83
N 0.78 1.56 -5.72
S 0.80 2.41 -3.20
H 3.31 4.28 -6.71
H 1.72 3.78 -7.30
H 3.01 2.57 -7.03
H 2.42 4.04 -4.60
H 0.94 1.66 -6.71
H 0.07 0.93 -5.40